1.
101
Properties=species:S:1:pos:R:3 method="wB97M-V/def2-TZVPD" orbital_gap_ev="6.169 / 6.303" s2=6.0161 spin_multiplicity=5 total_charge=+1 e_above_lowest_kcal_mol=0.00
C 2.135 7.155 3.111
C 4.099 6.930 5.061
C 1.116 -1.530 2.533
C 3.513 5.795 4.524
H 0.426 0.284 -2.449
C -1.208 -4.222 1.279
H -3.558 -0.132 -3.978
H -3.375 -6.319 3.872
H 4.861 6.824 5.816
H 5.421 10.347 6.321
C 1.937 4.659 3.019
C 2.707 8.291 3.635
H -1.455 4.491 0.345
H 2.903 0.835 4.176
H 3.037 -0.206 -0.227
C -1.972 -3.653 2.319
H 6.084 8.801 5.744
N 0.911 4.652 2.109
C 3.077 -1.265 0.032
H 2.411 9.276 3.302
H 0.308 -3.917 -1.460
H 0.952 -2.597 2.464
C 1.460 1.182 2.622
H 1.378 7.274 2.345
C 0.561 0.560 1.753
H 0.040 -1.024 -4.924
N 1.969 -1.971 -0.595
N -0.497 -3.420 0.431
H 2.042 -0.874 -2.385
C -0.013 -2.102 -4.856
C -0.713 -2.713 -3.822
C -5.370 -2.947 -1.597
H 3.820 4.815 4.862
C -3.748 -2.828 -3.844
H -5.416 -3.643 -4.906
C 1.499 2.614 2.609
H 0.539 2.570 -3.364
Cr -0.873 -1.449 0.204
C 2.528 5.887 3.549
C 0.550 -4.014 -0.397
H -3.158 3.165 -0.878
C -1.458 2.517 -4.156
F -0.829 -6.331 0.189
H 1.068 -4.856 -6.506
H 1.163 -2.389 -6.621
Cl -3.545 -1.906 0.052
C -2.605 1.755 -4.322
H -1.326 -4.601 -2.978
C -2.239 1.292 -0.388
C -2.795 -5.745 3.168
H -3.458 2.168 -4.843
H -0.189 -5.954 -4.675
H 3.025 -1.356 1.115
C -0.770 -4.107 -3.768
H -1.417 3.525 -4.547
H -3.120 -2.796 -4.725
C -2.342 2.684 -0.359
C 3.695 8.188 4.618
C -1.398 3.410 0.320
C -0.360 1.983 -3.492
C -1.361 -5.623 1.212
C -4.078 -2.456 -1.520
H -5.984 -2.993 -0.709
N 0.428 -0.786 1.688
N -1.265 0.630 0.216
O 4.196 9.357 5.070
F -3.397 -3.692 4.163
H 2.681 -3.962 -0.669
N 2.308 3.438 3.339
C -1.570 -0.083 -3.159
C 0.625 -2.875 -5.819
C -2.725 -4.368 3.220
H -6.857 -3.766 -2.894
C 5.183 9.313 6.091
H 0.455 5.465 1.735
H 4.800 8.820 6.987
C 0.569 -4.258 -5.756
P -1.512 -1.775 -2.469
H 4.051 -1.660 -0.294
C 2.013 -0.985 3.460
H -2.963 0.705 -0.935
F -2.013 -2.288 2.411
C 2.208 0.372 3.490
H 2.129 -3.413 0.914
H 1.390 -2.510 -2.544
C 0.620 3.337 1.836
C -0.423 0.695 -2.987
C -0.378 2.736 1.011
C -0.363 1.334 0.947
C 1.908 -3.367 -0.155
C -2.103 -6.340 2.133
H 3.130 -2.272 -2.349
H 0.666 -5.079 -0.211
H 2.543 -1.644 4.132
F -2.165 -7.669 1.978
C -5.042 -3.311 -3.948
C -2.659 0.455 -3.834
C -5.850 -3.377 -2.823
C -3.232 -2.389 -2.623
C -0.135 -4.875 -4.729
C 2.138 -1.905 -2.040

2.
8
Properties=species:S:1:pos:R:3 method="wB97M-V/def2-TZVPD" orbital_gap_ev=7.598 total_charge=-1 e_above_lowest_kcal_mol=53.13
Br -3.264 -0.279 -0.168
C -0.680 -0.567 1.296
S -1.334 2.071 0.437
H -2.425 1.853 -2.090
O 0.501 -0.425 1.428
O -1.547 -1.356 1.747
C -1.477 0.459 0.264
H -2.971 1.855 -2.699